Record 1
8
Properties=species:S:1:pos:R:3:forces:R:3 method="wB97M-V/def2-TZVPD" gap_ev=9.937 smiles=BrC(Br)Br.O homo_ev=-10.472 relative_energy_kj_mol=6.5 e_tot_ha=-7837.158454
Br 2.1773 -0.4791 2.5156 -0.162 -0.104 -0.471
Br 1.8705 -0.4326 -0.7580 -0.504 -0.299 1.182
Br 0.0143 -2.4714 1.1178 0.793 1.735 -0.186
C 0.9784 -0.6720 1.0192 -0.444 -0.285 -0.526
H 0.2643 0.1748 1.0724 0.253 -1.011 -0.026
O -1.8730 1.3079 -1.2687 0.345 -0.054 -1.138
H -1.2038 0.7219 -1.6896 -0.692 0.619 0.382
H -2.2281 1.8505 -2.0087 0.412 -0.602 0.785



Record 2
8
Properties=species:S:1:pos:R:3:forces:R:3 method="wB97M-V/def2-TZVPD" charge=+1 gap_ev=9.636 homo_ev=-15.654 relative_energy_kj_mol=58.4 e_tot_ha=-8103.052179
C -0.2773 0.0962 0.0678 -1.075 1.941 -2.424
P -2.3115 0.0333 -0.0149 1.490 -0.679 0.674
Br -3.1252 -1.9795 0.3887 0.535 1.163 -0.154
Br -3.0656 1.4164 1.5294 0.406 -0.773 -1.024
Br -3.0450 0.5775 -2.0002 0.491 -0.087 1.016
H -0.0213 0.3973 -1.0594 -0.538 -0.318 2.613
H 0.3533 -0.7431 0.3073 -0.782 -1.090 0.126
H -0.0221 0.8711 0.8251 -0.527 -0.156 -0.827



Record 3
7
Properties=species:S:1:pos:R:3:forces:R:3 method="wB97M-V/def2-TZVPD" gap_ev="8.614 / 7.339" homo_ev="-8.496 / -8.835" relative_energy_kj_mol=277.8 e_tot_ha=-3415.388818
C -0.1101 0.3691 0.0359 0.029 1.109 -0.053
P 4.1783 0.9476 -0.7543 0.195 -0.807 -0.252
Cl 3.2355 2.0964 0.5799 -0.270 0.409 0.441
Br 3.8126 -1.1033 0.0684 0.081 0.409 -0.175
H 0.2477 1.3195 0.4090 0.123 -0.356 0.186
H 0.1366 -0.5780 0.4115 0.528 -0.838 0.701
H -0.7719 0.3938 -0.7819 -0.685 0.074 -0.848